1.
Here is C6H8 in the gas phase from OMol25. Energies are from the ωB97M-V functional and the def2-TZVPD basis.

Positions of all 14 atoms, in Å:
C (-1.4908, 1.8147, 1.8695)
C (-0.8686, 1.0278, 1.1939)
C (-0.4328, -0.1561, 0.4396)
C (-0.4096, -0.0340, -1.1234)
C (1.0027, -0.6680, -1.1601)
C (1.0456, -0.6690, 0.3908)
H (-1.9035, 2.6681, 2.3646)
H (-1.0752, -0.9752, 0.7800)
H (-1.1944, -0.5802, -1.6600)
H (-0.4173, 0.9979, -1.4875)
H (1.0258, -1.6616, -1.6202)
H (1.7830, -0.0672, -1.6424)
H (1.8156, -0.0259, 0.8319)
H (1.1194, -1.6715, 0.8233)

Atoms 1-3, force components in eV/Å:
C 0.7420 0.2267 -0.5442
C -0.5369 -0.3735 0.4343
C 0.0024 0.1295 -0.3048

Values from the calculation:
SMILES string: C#CC1CCC1
HOMO energy: -9.8 eV
Energy relative to the best compared isomer or geometry (same formula, charge and spin): 43.2 kcal per mole
Gap between HOMO and LUMO: 10.875 eV

---

2.
Here is a molecular structure, C3H7F3N2O4S3 from OMol25. Energies are from the ωB97M-V functional and the def2-TZVPD basis.

Positions of all 22 atoms, in Å:
C (0.6452, -1.4154, -1.7143)
C (-2.3287, 0.3459, -0.8004)
C (2.3926, 1.7082, 0.6689)
N (-0.2274, 1.1553, 0.6034)
N (-0.7723, -1.4290, 0.6697)
O (-1.8042, -2.4946, -1.3666)
O (-2.2358, 0.3386, 1.8001)
O (1.2780, -0.2933, 2.0239)
O (0.8060, 1.9754, 2.7932)
F (2.1700, 2.9844, 0.3652)
F (3.5139, 1.5652, 1.3609)
F (2.4808, 1.0044, -0.4823)
S (-0.5049, -2.4947, -0.6517)
S (-1.3925, 0.1576, 0.6965)
S (0.9418, 1.0550, 1.7329)
H (0.3784, -1.6503, -2.7402)
H (1.6998, -1.3471, -1.5125)
H (0.2358, -0.4615, -1.5611)
H (-2.8925, 1.2122, -1.0167)
H (-1.4752, 0.2628, -1.4980)
H (-2.8497, -0.7246, -0.8159)
H (-0.0592, -1.4543, 1.4449)

Atoms 1-3, force components in eV/Å:
C -1.4871 -0.9165 -0.0520
C 1.8108 -4.6250 -0.3273
C -1.2416 -0.5132 0.0712

Values from the calculation:
HOMO energy: -10.2 eV
Energy relative to the best compared isomer or geometry (same formula, charge and spin): 0.0 kcal per mole
Gap between HOMO and LUMO: 10.562 eV

---

3.
Here is a molecular structure, C12H36BF4O6S6Y from OMol25. Energies are from the ωB97M-V functional and the def2-TZVPD basis.

Positions of all 66 atoms, in Å:
Y (-28.3269, 29.8232, 5.0342)
B (-28.8605, 33.0746, 5.8458)
F (-30.1009, 33.2274, 6.1415)
F (-28.3234, 32.5404, 6.9445)
F (-28.7285, 32.2148, 4.8272)
F (-28.2131, 34.1890, 5.6270)
C (-32.3611, 30.7698, 7.1442)
S (-30.8447, 29.9828, 7.7809)
O (-29.7829, 30.1328, 6.6784)
C (-30.3580, 31.0476, 9.1237)
H (-32.1910, 31.6754, 6.5620)
H (-32.9613, 30.9716, 8.0314)
H (-32.8547, 29.9698, 6.5925)
H (-29.4409, 30.7797, 9.6483)
H (-31.2164, 31.2290, 9.7704)
H (-30.0560, 32.0281, 8.7555)
C (-23.9866, 31.1020, 4.7132)
S (-25.4071, 32.1421, 5.3006)
O (-26.4924, 31.1092, 5.4674)
C (-24.8953, 32.5632, 7.0206)
H (-23.9755, 31.0053, 3.6276)
H (-24.2377, 30.1708, 5.2211)
H (-23.0190, 31.5149, 4.9986)
H (-25.1955, 33.5710, 7.3076)
H (-23.8260, 32.7506, 7.1182)
H (-25.1821, 31.7936, 7.7371)
C (-30.0496, 36.5475, 4.2492)
S (-29.3192, 36.7924, 2.5902)
O (-27.8721, 36.3049, 2.7690)
C (-30.1295, 35.2426, 1.8746)
H (-29.9550, 35.5219, 4.6058)
H (-31.1164, 36.6784, 4.0678)
H (-29.6245, 37.1601, 5.0442)
H (-31.1472, 35.4075, 1.5207)
H (-30.1103, 34.4614, 2.6345)
H (-29.5233, 34.9009, 1.0356)
C (-26.8826, 33.2022, 1.8329)
S (-26.3548, 31.4396, 2.1094)
O (-27.4494, 30.9073, 3.0763)
C (-26.7561, 30.6200, 0.5243)
H (-27.1545, 33.4769, 0.8137)
H (-26.0787, 33.8706, 2.1413)
H (-27.6480, 33.4303, 2.5747)
H (-26.6013, 29.5837, 0.8247)
H (-26.1999, 30.9040, -0.3690)
H (-27.7978, 30.8069, 0.2633)
C (-32.0666, 34.7988, 8.0418)
S (-33.6998, 35.6638, 7.9723)
O (-34.0906, 35.7319, 6.5106)
C (-34.6238, 34.3284, 8.7804)
H (-32.1548, 33.8410, 7.5290)
H (-31.7448, 34.5916, 9.0624)
H (-31.2509, 35.3450, 7.5681)
H (-33.9777, 34.0269, 9.6049)
H (-34.8270, 33.4419, 8.1796)
H (-35.5503, 34.6576, 9.2508)
C (-31.5225, 30.3485, 1.3993)
S (-31.5797, 30.1429, 3.2315)
O (-30.2657, 29.8512, 3.9380)
C (-31.9127, 31.8573, 3.5462)
H (-31.7881, 29.3744, 0.9887)
H (-30.5331, 30.5857, 1.0081)
H (-32.2690, 31.0577, 1.0419)
H (-32.9428, 32.2058, 3.4719)
H (-31.2061, 32.4995, 3.0205)
H (-31.5190, 32.0796, 4.5380)

Atoms 1-3, force components in eV/Å:
Y 0.2513 4.1318 -0.9368
B 2.5120 0.4699 1.4625
F -6.9422 1.1927 0.5395

Values from the calculation:
Net charge: +3
HOMO energy (spin up / spin down): -14.9 / -14.9 eV
⟨S²⟩: 0.757
2S+1: 2
Gap between HOMO and LUMO (spin up / spin down): 6.231 / 2.738 eV

---

4.
Here is C22H29N5O in the gas phase from OMol25. Energies are from the ωB97M-V functional and the def2-TZVPD basis.

Positions of all 57 atoms, in Å:
C (-1.4775, -4.8216, 3.0724)
C (-1.4039, -3.3332, 3.1460)
N (-2.1012, -2.7260, 4.1012)
C (-2.0577, -1.4080, 4.1568)
C (-1.2974, -0.6534, 3.2612)
N (-0.5922, -1.2600, 2.3079)
C (-0.6440, -2.5775, 2.2517)
H (-0.0620, -3.0427, 1.4665)
C (-1.3798, 0.8389, 3.3534)
O (-2.4420, 1.3393, 3.6970)
N (-0.2905, 1.5866, 3.0822)
C (1.0318, 1.1210, 2.7474)
H (1.7025, 1.3839, 3.5773)
H (1.0217, 0.0411, 2.6148)
C (1.5993, 1.7520, 1.4580)
N (1.1838, 0.9978, 0.2938)
C (2.0274, 1.1407, -0.8722)
C (1.7408, -0.0202, -1.8234)
N (0.3443, 0.0097, -2.2122)
C (-0.0003, -0.7393, -3.3528)
C (-0.7609, -1.9046, -3.2719)
C (-1.1110, -2.6093, -4.4084)
C (-0.7034, -2.1624, -5.6516)
C (0.0315, -0.9937, -5.7439)
C (0.3819, -0.2654, -4.6175)
C (1.1185, 1.0320, -4.7756)
H (0.8058, 1.5285, -5.6921)
H (2.1954, 0.8705, -4.8388)
H (0.9147, 1.6831, -3.9295)
H (0.3282, -0.6253, -6.7163)
H (-0.9664, -2.7108, -6.5438)
H (-1.6971, -3.5127, -4.3194)
H (-1.0765, -2.2713, -2.3070)
C (-0.4937, -0.1199, -1.0387)
C (-0.2060, 1.0567, -0.1058)
H (-0.8423, 0.9707, 0.7713)
H (-0.4405, 1.9915, -0.6449)
H (-1.5412, -0.0976, -1.3456)
H (-0.2956, -1.0473, -0.4796)
H (2.3738, 0.0505, -2.7069)
H (1.9770, -0.9623, -1.2998)
H (3.0761, 1.1081, -0.5676)
H (1.8473, 2.0910, -1.4067)
C (1.3584, 3.2782, 1.4360)
C (-0.0433, 3.6863, 1.8825)
H (-0.7867, 3.3927, 1.1426)
C (-0.3803, 3.0266, 3.2146)
H (0.3263, 3.3560, 3.9865)
H (-1.3960, 3.2702, 3.5300)
H (-0.0901, 4.7713, 1.9947)
H (2.0844, 3.7402, 2.1100)
H (1.5574, 3.6559, 0.4314)
H (2.6859, 1.5990, 1.5078)
H (-2.6396, -0.9285, 4.9310)
H (-1.9910, -5.1242, 2.1608)
H (-2.0258, -5.2000, 3.9300)
H (-0.4784, -5.2528, 3.0553)

Atoms 1-3, force components in eV/Å:
C 0.0495 -0.0218 -0.0774
C 0.0710 0.1672 -0.0302
N -0.0755 -0.2876 0.0993

Values from the calculation:
SMILES string: Cc1cnc(C(=O)N2CCC[C@H](N3CCN(c4ccccc4C)CC3)C2)cn1
HOMO energy: -8.0 eV
Energy relative to the best compared isomer or geometry (same formula, charge and spin): 0.0 kcal per mole
Gap between HOMO and LUMO: 8.365 eV

---

5.
Here is a molecular structure, C30H16Cl2F5IrN8O2S2Se from OMol25. Energies are from the ωB97M-V functional and the def2-TZVPD basis.

Positions of all 67 atoms, in Å:
Ir (0.3253, 0.0571, 0.1115)
Cl (-3.6560, 3.3361, -5.1337)
C (-2.3675, 2.6489, -4.2300)
C (-2.4940, 2.5174, -2.8797)
C (-1.4253, 1.9788, -2.1221)
N (-1.3521, 1.9141, -0.8111)
C (-2.3834, 1.8591, 0.0795)
O (-2.8368, 2.7600, 0.7474)
C (-2.7636, 0.4125, 0.2868)
C (-4.0934, 0.0472, 0.3220)
C (-4.4195, -1.2986, 0.3496)
C (-3.3925, -2.2213, 0.3773)
C (-2.0835, -1.7770, 0.3697)
N (-1.7489, -0.4803, 0.3125)
C (-0.2436, 1.4766, -2.8062)
C (-0.1327, 1.6644, -4.1926)
C (-1.1679, 2.2408, -4.8874)
Cl (-1.0201, 2.4360, -6.5830)
N (0.6544, 0.8693, -1.9957)
C (1.8833, 0.4355, -2.4413)
O (2.2324, 0.1289, -3.5544)
C (2.8628, 0.4738, -1.2921)
C (4.1920, 0.7603, -1.5332)
C (5.0275, 1.0274, -0.4632)
C (4.4918, 0.9793, 0.8154)
C (3.1603, 0.6571, 0.9796)
N (2.3473, 0.4004, -0.0553)
H (-3.3844, 2.8757, -2.3810)
H (-4.8463, 0.8219, 0.3136)
H (-5.4526, -1.6184, 0.3459)
H (-3.5844, -3.2839, 0.3970)
H (-1.2739, -2.4846, 0.4324)
H (0.7366, 1.3076, -4.7198)
H (4.5286, 0.7823, -2.5599)
H (6.0667, 1.2797, -0.6217)
H (5.0911, 1.1886, 1.6895)
H (2.7429, 0.5678, 1.9713)
N (1.0034, -3.2303, 0.7844)
C (0.8580, -2.4243, 1.8397)
N (0.6642, -1.1188, 1.7517)
C (0.5907, -0.5425, 3.0124)
C (0.6920, -1.3977, 4.0453)
S (0.9165, -3.0046, 3.4594)
C (0.4475, 0.8973, 2.9913)
C (0.4626, 1.7841, 4.0009)
S (0.2964, 3.3865, 3.3811)
C (0.2381, 2.7716, 1.7699)
N (0.3169, 1.4470, 1.7149)
N (0.2005, 3.5652, 0.6996)
H (1.2157, -2.7774, -0.1019)
H (1.4113, -4.1408, 0.9259)
H (0.6565, -1.1828, 5.0986)
H (0.5686, 1.6006, 5.0553)
H (-0.0789, 4.5248, 0.8254)
H (-0.1186, 3.1080, -0.1574)
F (-0.2467, -7.8341, -1.9358)
C (-0.2243, -6.5069, -1.9622)
C (0.9765, -5.8298, -1.8228)
F (2.1079, -6.5134, -1.6572)
C (0.9821, -4.4470, -1.8528)
F (2.1731, -3.8382, -1.6957)
C (-0.1741, -3.6939, -2.0127)
Se (-0.1519, -1.7943, -2.1362)
C (-1.3599, -4.4065, -2.1359)
F (-2.5260, -3.7662, -2.2716)
C (-1.3990, -5.7922, -2.1195)
F (-2.5541, -6.4392, -2.2422)

Atoms 1-3, force components in eV/Å:
Ir 0.6799 -2.2056 -0.8920
Cl -0.0087 0.0102 0.0001
C -0.0047 0.0022 0.0070

Values from the calculation:
Net charge: +1
HOMO energy (spin up / spin down): -9.9 / -10.4 eV
⟨S²⟩: 0.772
2S+1: 2
Energy relative to the best compared isomer or geometry (same formula, charge and spin): 12.7 kcal per mole
Gap between HOMO and LUMO (spin up / spin down): 6.554 / 6.026 eV

---

6.
Here is 2 unconnected molecules or ions with the total composition C33H29BF6O3S from OMol25. Energies are from the ωB97M-V functional and the def2-TZVPD basis.

Positions of all 73 atoms, in Å:
C (-3.9343, 4.3697, -1.7000)
C (-2.8259, 3.4047, -1.8937)
C (-2.5274, 2.7117, -3.0577)
C (-1.2922, 2.0084, -2.9992)
C (-0.6352, 2.0562, -1.7577)
B (-1.0049, -2.5046, 0.2750)
C (0.7823, 2.1330, -1.5736)
C (1.3180, 2.7011, -0.3954)
C (2.5938, 3.2188, -0.4256)
C (3.0976, 4.0361, 0.7307)
F (3.5408, 5.2663, 0.3276)
F (2.1444, 4.2354, 1.6908)
F (4.1600, 3.4154, 1.3468)
C (3.4202, 3.0272, -1.5356)
C (2.9370, 2.3103, -2.6207)
C (3.8099, 2.0117, -3.8093)
F (4.0261, 0.6553, -3.9252)
F (3.2253, 2.4114, -4.9854)
F (5.0299, 2.6063, -3.7332)
C (1.6368, 1.8351, -2.6508)
O (-1.7669, -2.0416, 1.3292)
C (-2.6172, -0.9599, 0.9537)
C (-3.5654, -1.4313, -0.1741)
C (-4.6370, -2.3399, 0.4417)
C (-4.2156, -0.1834, -0.7572)
C (-2.8416, -2.2482, -1.3014)
O (-1.6380, -2.9226, -0.8592)
S (-1.6930, 3.0011, -0.6645)
H (-4.4031, 4.6085, -2.6574)
H (-4.6935, 3.9597, -1.0303)
H (-3.5845, 5.3009, -1.2523)
H (-3.1447, 2.7903, -3.9507)
H (-0.8353, 1.5023, -3.8420)
H (0.7095, 2.7741, 0.5021)
H (4.4355, 3.3967, -1.5304)
H (1.2700, 1.2900, -3.5182)
H (-3.1735, -0.6899, 1.8687)
H (-2.0118, -0.0762, 0.6639)
H (-5.2767, -2.7335, -0.3617)
H (-4.1552, -3.1797, 0.9671)
H (-5.2468, -1.7593, 1.1513)
H (-4.8201, -0.4385, -1.6387)
H (-4.8554, 0.2897, 0.0078)
H (-3.4426, 0.5440, -1.0533)
H (-3.5012, -3.0504, -1.6790)
H (-2.5531, -1.5847, -2.1417)
C (-0.7637, -5.1056, 4.4060)
C (-1.0125, -5.1810, 3.0262)
C (-0.3825, -4.3067, 2.1391)
C (0.4162, -3.2356, 2.6176)
C (0.8902, -2.1793, 1.7789)
O (1.6816, -1.3118, 2.4017)
C (2.4842, -0.4314, 1.6936)
C (2.3131, -0.3543, 0.2922)
C (3.5214, -0.0256, -0.3946)
C (4.6453, 0.3929, 0.2976)
C (4.6665, 0.4869, 1.6966)
C (3.5450, 0.0946, 2.4114)
C (1.0166, -0.6726, -0.1962)
C (0.5414, -1.9933, 0.3739)
C (0.7252, -3.2292, 4.0023)
C (0.1131, -4.1195, 4.8809)
H (-1.2590, -5.7957, 5.0970)
H (-1.7294, -5.9154, 2.6432)
H (-0.4486, -4.4979, 1.0565)
H (3.5629, -0.1534, -1.4844)
H (5.5620, 0.6378, -0.2529)
H (5.5418, 0.8826, 2.2187)
H (3.5147, 0.1336, 3.5016)
H (0.7840, -0.4316, -1.2305)
H (1.0738, -2.8532, -0.1035)
H (1.4463, -2.5222, 4.3962)
H (0.3058, -4.0407, 5.9497)

Atoms 1-3, force components in eV/Å:
C -0.4180 0.0037 0.3511
C 0.6194 -1.2056 -1.0722
C 0.0607 0.4386 0.5971

Values from the calculation:
HOMO energy: -5.6 eV
Energy relative to the best compared isomer or geometry (same formula, charge and spin): 19.4 kcal per mole
Gap between HOMO and LUMO: 4.290 eV

---

7.
Here is 3 unconnected molecules or ions with the total composition C4H10O2 from OMol25. Energies are from the ωB97M-V functional and the def2-TZVPD basis.

Positions of all 16 atoms, in Å:
C (0.4129, 1.9405, -1.1144)
O (1.1125, 0.8031, -0.6567)
C (0.7613, 0.3602, 0.5626)
C (1.1672, -0.8220, 1.0140)
C (-0.7053, -2.0028, -0.3498)
O (-1.7445, -1.3903, -0.3982)
H (0.4608, 2.7448, -0.3755)
H (0.8977, 2.2586, -2.0379)
H (-0.6308, 1.6839, -1.3019)
H (-2.1032, 0.6103, 1.0523)
H (0.1816, 1.0320, 1.1909)
H (1.9411, -1.3580, 0.4785)
H (0.9465, -1.1040, 2.0327)
H (0.0308, -1.9574, -1.1590)
H (-0.5349, -2.7773, 0.4036)
H (-2.1936, -0.0215, 0.6589)

Atoms 1-3, force components in eV/Å:
C -0.1880 0.2541 -0.1035
O 0.2131 -0.2268 0.0264
C 0.3262 -0.0610 0.3878

Values from the calculation:
SMILES string: [H][H].C=COC.C=O
HOMO energy: -9.0 eV
Energy relative to the best compared isomer or geometry (same formula, charge and spin): 87.3 kcal per mole
Gap between HOMO and LUMO: 9.975 eV

---

8.
Here is C15H21N5O2 in the gas phase from OMol25. Energies are from the ωB97M-V functional and the def2-TZVPD basis.

Positions of all 43 atoms, in Å:
C (-4.5603, -1.8819, 1.1761)
H (-3.7221, -2.4373, 1.5883)
H (-5.4562, -2.4926, 1.2528)
H (-4.7010, -0.9826, 1.7713)
C (-4.2840, -1.5361, -0.2892)
C (-3.0374, -0.7205, -0.4113)
N (-1.9535, -1.2919, -0.7728)
N (-0.8086, -0.6023, -0.8564)
C (-0.6552, 0.7329, -0.5342)
O (0.4399, 1.2675, -0.6060)
C (-1.8934, 1.3700, -0.1567)
C (-2.1946, 2.6643, 0.2090)
C (-3.5683, 2.7009, 0.4887)
C (-4.0737, 1.4389, 0.2942)
N (-3.0621, 0.6242, -0.0971)
H (-5.0783, 1.0841, 0.4071)
H (-4.1295, 3.5597, 0.8002)
H (-1.4972, 3.4752, 0.2607)
C (0.3932, -1.3641, -1.1097)
H (0.9380, -0.8785, -1.9188)
H (0.0938, -2.3753, -1.3870)
C (1.1909, -1.3898, 0.2075)
O (0.5868, -1.4497, 1.2617)
N (2.5375, -1.3826, 0.1427)
C (3.3530, -1.1335, -1.0238)
H (2.8497, -1.4381, -1.9389)
C (3.7337, 0.3482, -1.0616)
N (4.4924, 0.6634, 0.1393)
C (4.9749, 2.0272, 0.1183)
H (5.5667, 2.2084, 1.0144)
H (5.6123, 2.1648, -0.7542)
H (4.1587, 2.7642, 0.0788)
C (3.6806, 0.4034, 1.3180)
C (3.2742, -1.0699, 1.3541)
H (2.6290, -1.2681, 2.2100)
H (4.1620, -1.7058, 1.3998)
H (4.2699, 0.6434, 2.2057)
H (2.7657, 1.0208, 1.3206)
H (4.3626, 0.5482, -1.9323)
H (2.8149, 0.9544, -1.1325)
H (4.2642, -1.7315, -0.9176)
H (-4.1368, -2.4539, -0.8575)
H (-5.1286, -0.9902, -0.7149)

Atoms 1-3, force components in eV/Å:
C -0.0656 0.0201 -0.1379
H 0.0561 -0.0470 0.0652
H -0.0791 -0.0393 0.0710

Values from the calculation:
SMILES string: CCc1nn(CC(=O)N2CCN(C)CC2)c(=O)c2cccn12
HOMO energy: -8.4 eV
Energy relative to the best compared isomer or geometry (same formula, charge and spin): 30.0 kcal per mole
Gap between HOMO and LUMO: 9.295 eV

---

Calculated largest force on an atom (eV Å⁻¹), listed in the same order as above: 0.9; 5.0; 7.1; 0.7; 2.5; 3.5; 1.0; 0.9
Calculated energy (a.u.), listed in the same order as above: -233.3181; -2023.0120; -3781.1715; -1204.7567; -6463.0534; -2522.8130; -308.7590; -1008.4539